Here is a cluster of 5 separate species, C44H75F2N5O7PSi in total from OMol25. Energies are from ωB97M-V/def2-TZVPD.

Last column: Mulliken charge in e.
Cartesian coordinates (Å):
C: 1.4234 -1.1546 4.1000  -1.486
C: 0.0965 -0.6542 4.6072  0.995
C: -0.0339 -0.1717 5.9116  -1.099
C: -1.2636 0.2707 6.3891  -0.460
C: -2.4089 0.2563 5.5921  0.419
C: -3.7494 0.7560 6.0826  0.793
C: -4.0076 0.3644 7.5435  -1.731
C: -3.8429 2.2754 5.9253  -1.270
C: -2.2687 -0.2147 4.2828  -0.603
O: -3.3492 -0.2585 3.4507  -0.545
C: -3.4580 0.8408 2.5464  -1.609
C: -3.0750 0.4418 1.1008  0.724
O: -3.3395 -0.8925 0.8381  -0.236
P: -4.9396 -1.1817 0.0774  -0.564
C: -4.1404 -1.5381 -1.6210  0.281
C: -4.6228 -2.8148 -2.3135  -0.997
C: -4.4249 -4.1436 -1.5588  -0.177
C: -3.1444 -4.2747 -0.7482  -0.773
N: -1.9803 -4.5046 -1.6054  0.365
C: -1.6824 -5.6924 -2.2072  -0.509
C: -0.5154 -5.5475 -2.9211  -0.947
C: -0.0866 -4.2062 -2.7370  -0.399
C: -1.0129 -3.5984 -1.9189  -0.299
O: -4.9985 0.5912 -0.2715  -0.670
C: -3.8969 1.3039 0.1243  0.091
C: -3.0876 1.9254 -1.0465  0.664
F: -3.8600 1.9562 -2.1714  -0.382
F: -2.8553 3.2668 -0.7353  -0.407
C: -1.7398 1.3287 -1.3775  -0.015
C: -1.1501 1.8336 -2.7079  -0.862
Si: 0.7121 1.6522 -2.7178  0.147
C: 1.1568 -0.0941 -2.1857  -1.124
C: 1.4539 1.9093 -4.4340  -1.262
C: 1.4732 2.8503 -1.4834  0.405
C: 0.7023 3.7710 -0.7631  -0.362
C: 1.2925 4.6304 0.1605  -0.722
C: 2.6669 4.5806 0.3749  -0.585
C: 3.4521 3.6724 -0.3285  -0.659
C: 2.8560 2.8266 -1.2564  -0.011
C: -1.0389 -0.6681 3.8032  -0.211
H: 1.2984 -1.6301 3.1287  0.374
H: 2.1532 -0.3498 4.0264  0.281
H: 1.8163 -1.9144 4.7768  0.340
H: 0.8308 -0.1505 6.5637  0.610
H: -1.3149 0.6445 7.4055  0.246
H: -4.5061 0.2846 5.4574  0.421
H: -3.4947 1.0514 8.2201  0.327
H: -3.6154 -0.6318 7.7493  0.412
H: -5.0727 0.3765 7.7658  0.424
H: -4.7035 2.6582 6.4795  0.420
H: -3.9736 2.5692 4.8849  0.288
H: -2.9468 2.7554 6.3203  0.250
H: -4.4814 1.2138 2.5941  0.516
H: -2.7668 1.6229 2.8780  0.462
H: -1.9976 0.5991 1.0057  0.115
H: -4.8651 -2.5623 0.4720  0.128
H: -6.2375 -1.3722 -0.5282  0.054
H: -5.5613 -0.8860 1.3517  -0.040
H: -4.4155 -0.6951 -2.2591  0.481
H: -3.0524 -1.5388 -1.5590  -0.509
H: -5.6908 -2.6969 -2.5130  0.486
H: -4.1249 -2.8943 -3.2855  0.335
H: -4.3969 -4.9427 -2.2940  0.059
H: -5.2832 -4.3329 -0.9180  0.395
H: -3.2336 -5.1540 -0.1063  0.264
H: -2.9414 -3.4292 -0.0949  0.227
H: -2.3023 -6.5649 -2.0846  0.511
H: -0.0007 -6.2921 -3.5052  0.418
H: 0.8080 -3.7686 -3.1452  0.501
H: -1.0347 -2.5961 -1.5301  0.337
H: -4.2329 2.1937 0.6865  0.317
H: -1.8220 0.2440 -1.4067  -0.309
H: -1.0632 1.5717 -0.5583  0.294
H: -1.4589 2.8611 -2.9077  0.603
H: -1.5425 1.2183 -3.5217  0.426
H: 0.9835 -0.7703 -3.0253  0.298
H: 0.5712 -0.4424 -1.3373  0.273
H: 2.2165 -0.1490 -1.9313  0.435
H: 0.6752 1.8659 -5.1964  0.444
H: 2.1818 1.1261 -4.6457  0.329
H: 1.9459 2.8789 -4.5154  0.300
H: -0.3681 3.8163 -0.9243  0.344
H: 0.6856 5.3319 0.7171  0.425
H: 3.1198 5.2440 1.1006  0.372
H: 4.5218 3.6219 -0.1848  0.353
H: 3.4738 2.1296 -1.8108  0.455
H: -0.9918 -1.0350 2.7850  0.537
C: -6.9888 -6.0824 -5.7022  -1.445
C: -5.7562 -6.1952 -4.8321  0.923
O: -5.8083 -6.0965 -3.6214  -0.604
N: -4.5617 -6.3948 -5.4567  -0.101
C: -4.2993 -6.5216 -6.8725  -0.935
H: -7.8398 -5.9173 -5.0490  0.302
H: -6.9036 -5.2443 -6.3948  0.381
H: -7.1492 -6.9953 -6.2777  0.376
H: -3.7782 -6.4346 -4.8215  0.149
H: -3.8384 -7.4849 -7.1016  0.296
H: -3.6278 -5.7326 -7.2171  0.293
H: -5.2264 -6.4469 -7.4320  0.346
C: 6.1725 0.3698 0.0257  -1.330
C: 6.7109 1.4606 -0.8690  0.744
O: 5.9653 2.2492 -1.4291  -0.435
N: 8.0584 1.5396 -1.0306  -0.200
C: 9.0781 0.6893 -0.4520  -0.941
H: 5.0901 0.4552 0.0437  0.221
H: 6.4466 -0.6166 -0.3502  0.384
H: 6.5520 0.4730 1.0429  0.399
H: 8.3539 2.2960 -1.6274  0.236
H: 9.7607 1.2690 0.1716  0.298
H: 9.6601 0.1946 -1.2313  0.300
H: 8.6171 -0.0741 0.1656  0.348
C: 5.4346 3.2453 -7.0080  -1.109
C: 6.4231 2.4657 -6.1693  0.786
O: 7.0841 1.5517 -6.6390  -0.669
N: 6.5449 2.8218 -4.8675  -0.050
C: 5.8577 3.8736 -4.1401  -0.662
H: 5.4569 2.8384 -8.0142  0.293
H: 4.4247 3.1536 -6.6068  0.247
H: 5.6980 4.3030 -7.0424  0.345
H: 7.2004 2.2528 -4.3555  0.134
H: 6.5775 4.5875 -3.7350  0.221
H: 5.2962 3.4479 -3.3124  0.145
H: 5.1767 4.4073 -4.7957  0.363
C: 2.2173 2.5327 6.7551  -1.238
C: 3.6482 2.1142 6.5087  0.739
O: 3.9634 1.3670 5.6004  -0.626
N: 4.5961 2.6086 7.3572  -0.169
C: 4.4134 3.4994 8.4822  -0.831
H: 1.5862 2.0638 6.0070  0.169
H: 1.8863 2.2141 7.7448  0.391
H: 2.1100 3.6156 6.6790  0.472
H: 5.5291 2.2935 7.1443  0.235
H: 4.9752 4.4257 8.3449  0.275
H: 4.7476 3.0324 9.4111  0.277
H: 3.3639 3.7524 8.5887  0.317

Cartesian forces, eV/Å:
C -0.25 -0.17 0.04
C -0.19 0.09 0.11
C -0.26 -0.01 -0.10
C 0.19 -0.05 -0.19
C 0.13 -0.07 -0.18
C 0.17 -0.07 0.21
C 0.31 -0.07 -0.15
C -0.32 0.02 0.00
C 0.29 -0.05 -0.09
O -0.19 0.09 0.31
C 0.24 -0.11 -0.13
C -0.08 -0.55 0.35
O 0.02 0.14 -0.31
P -0.13 -0.31 0.19
C -0.11 0.10 -0.03
C 0.11 0.06 0.26
C 0.11 0.29 -0.18
C -0.05 -0.26 0.03
N 0.17 0.03 0.09
C 0.10 -0.13 -0.21
C 0.06 0.30 0.01
C -0.13 -0.15 0.05
C 0.23 -0.06 -0.14
O 0.20 -0.26 -0.17
C -0.21 0.70 0.28
C -0.01 -0.26 -0.10
F 0.00 0.05 0.02
F 0.00 0.07 0.03
C 0.25 0.02 -0.33
C 0.01 -0.21 0.05
Si 0.01 -0.15 0.12
C 0.02 0.13 -0.23
C -0.10 0.13 0.13
C 0.03 0.18 0.05
C 0.21 0.00 -0.01
C 0.19 -0.16 -0.13
C -0.15 -0.11 -0.02
C -0.19 0.07 -0.15
C -0.27 0.05 0.10
C 0.11 0.10 0.22
H 0.07 0.09 -0.10
H 0.08 0.02 -0.01
H 0.12 0.04 0.05
H 0.04 -0.04 0.01
H -0.09 -0.02 0.04
H -0.06 0.02 -0.05
H -0.07 0.05 0.08
H -0.13 -0.08 0.01
H -0.05 0.09 0.07
H -0.03 0.03 0.00
H 0.14 0.00 -0.06
H 0.04 0.03 0.01
H -0.09 -0.13 0.00
H -0.16 0.21 -0.02
H 0.08 0.12 -0.05
H 0.06 0.03 -0.02
H -0.02 0.14 -0.06
H 0.03 0.09 -0.03
H 0.05 0.03 -0.04
H 0.12 -0.04 0.11
H -0.05 -0.12 -0.10
H -0.02 0.03 -0.08
H -0.22 -0.15 0.02
H 0.06 -0.01 0.15
H 0.03 0.01 0.06
H -0.01 0.16 -0.12
H -0.14 0.06 0.10
H -0.09 -0.14 0.03
H 0.01 0.15 0.01
H -0.12 0.06 0.07
H 0.04 0.08 -0.12
H -0.12 -0.08 0.08
H -0.07 0.00 0.15
H 0.02 0.06 -0.01
H -0.10 0.10 -0.08
H -0.04 -0.12 0.02
H 0.01 -0.01 0.11
H 0.04 -0.05 0.05
H -0.01 -0.05 -0.05
H 0.08 0.01 -0.06
H 0.04 0.03 -0.02
H -0.04 0.03 0.05
H -0.05 0.02 0.00
H 0.04 0.02 0.01
H 0.00 0.04 0.05
H 0.12 0.01 0.05
H -0.06 -0.04 -0.03
C -0.02 -0.02 0.05
C 0.16 0.12 -0.08
O -0.22 -0.22 -0.03
N -0.01 -0.10 -0.01
C 0.06 0.04 0.09
H 0.01 0.00 0.02
H 0.00 -0.01 -0.02
H 0.00 0.02 -0.03
H 0.02 0.07 0.01
H -0.03 -0.01 -0.02
H -0.02 0.01 -0.02
H 0.00 0.00 -0.02
C -0.03 0.02 -0.02
C -0.11 -0.12 0.09
O 0.30 -0.04 -0.08
N 0.02 0.00 -0.01
C 0.00 0.08 -0.06
H 0.00 0.02 -0.01
H 0.01 -0.01 0.03
H 0.01 -0.03 0.00
H 0.00 0.01 0.01
H -0.01 -0.02 0.03
H -0.01 -0.03 0.01
H 0.01 -0.02 0.01
C 0.01 -0.04 -0.04
C -0.04 0.03 -0.01
O 0.01 0.01 0.00
N 0.08 0.06 0.00
C -0.03 -0.12 -0.02
H 0.01 -0.01 0.00
H 0.00 0.03 0.01
H -0.03 0.01 0.02
H -0.06 -0.04 0.03
H -0.03 0.04 0.00
H -0.04 0.08 0.03
H 0.01 -0.01 -0.04
C 0.02 -0.01 -0.10
C -0.04 0.01 0.02
O 0.00 -0.01 0.00
N 0.02 0.02 0.03
C 0.09 -0.05 -0.05
H 0.02 -0.02 -0.02
H -0.03 0.05 0.01
H -0.01 0.01 0.06
H -0.01 -0.01 -0.01
H -0.03 0.02 0.00
H -0.04 0.00 0.02
H -0.01 0.01 0.02

net charge = -1
HOMO level = -4.3 eV
orbital gap = 0.2218 Eh
LUMO energy = 1.766 eV